A molecular structure, C41H54N2P4PdSi2, computed with ωB97M-V with the def2-TZVPD basis set.

```
104
Properties=species:S:1:pos:R:3:forces:R:3:mulliken_charge:R:1
Pd 0.26484 0.67346 -1.16098 -0.10 0.58 -0.31 -1.016
C -1.45539 -3.69142 -2.17128 -0.01 0.01 0.01 -0.787
Si -2.64827 -2.76816 -1.04019 0.02 -0.06 -0.06 0.228
C -3.28960 -4.02970 0.20895 0.02 0.02 0.04 -1.088
C -4.11464 -2.26480 -2.11519 0.03 0.00 -0.02 -1.230
N -1.92127 -1.38749 -0.39907 -0.09 -0.05 0.08 0.099
P -1.32851 -0.91430 0.97389 0.23 0.08 0.03 1.182
C -0.06060 0.24577 0.86714 0.03 -0.27 -0.05 -2.104
P 1.61265 0.13645 1.06331 0.06 -0.18 -0.02 3.116
N 2.20074 0.09718 -0.44875 -0.15 -0.03 0.13 -0.001
Si 3.69489 0.62183 -1.11675 0.02 -0.03 0.00 0.218
C 5.07827 0.63910 0.15310 0.07 0.00 -0.04 -1.145
C 4.14357 -0.61191 -2.46548 -0.01 0.02 0.02 -1.167
C 3.61054 2.36890 -1.83222 -0.02 0.01 0.01 -0.988
C 2.27002 -1.22995 2.05795 -0.03 0.06 0.08 0.458
C 1.84464 -1.41883 3.37239 0.05 0.03 0.04 -0.267
C 2.34141 -2.47133 4.12275 -0.01 0.04 0.00 -0.660
C 3.27342 -3.33965 3.56736 0.00 -0.02 -0.01 -0.684
C 3.69001 -3.16568 2.25695 0.00 -0.02 0.00 -0.771
C 3.18178 -2.11753 1.50142 -0.02 0.03 -0.03 -0.729
C 2.28986 1.62335 1.88921 -0.02 0.01 0.01 0.633
C 1.91662 2.86001 1.35978 -0.03 0.04 0.00 -0.624
C 2.43424 4.03738 1.87017 0.00 -0.01 0.00 -0.791
C 3.33238 3.99907 2.93105 0.01 0.00 0.00 -0.618
C 3.70915 2.77847 3.46582 0.01 0.01 0.01 -0.683
C 3.19525 1.59612 2.94453 -0.02 0.00 -0.01 -0.552
C -0.87494 -2.35769 2.00258 -0.06 0.06 0.10 1.527
C -1.39205 -2.59687 3.27170 0.04 -0.03 -0.04 -0.819
C -1.08294 -3.77100 3.94918 -0.01 0.01 0.02 -0.895
C -0.25037 -4.71170 3.36635 0.01 -0.01 -0.02 -0.765
C 0.27948 -4.47615 2.10252 0.00 0.00 -0.02 -0.891
C -0.03493 -3.31013 1.42659 0.03 -0.02 -0.03 -0.164
C -2.63672 -0.14008 1.99917 -0.09 -0.09 -0.05 0.690
C -3.95996 -0.54841 1.85047 -0.04 0.07 0.05 -0.221
C -4.96046 -0.01350 2.64971 0.01 0.02 0.00 -0.770
C -4.64488 0.93762 3.61188 -0.03 -0.02 -0.03 -0.779
C -3.32996 1.35241 3.76600 0.07 0.02 0.01 -0.603
C -2.33161 0.81622 2.96160 -0.03 0.01 0.03 -0.660
H -1.95269 -4.48122 -2.74053 -0.02 0.00 0.00 0.379
H -0.64909 -4.15510 -1.59765 0.00 0.01 0.02 0.245
H -0.99617 -2.99867 -2.88092 0.00 0.00 -0.01 0.023
H -3.88854 -4.79501 -0.29236 0.01 0.00 -0.03 0.475
H -3.91420 -3.57979 0.98458 -0.02 0.02 -0.01 0.317
H -2.46443 -4.53398 0.71705 0.00 0.00 0.00 0.233
H -4.60874 -3.14130 -2.54171 -0.01 -0.01 0.01 0.400
H -3.78857 -1.63786 -2.95050 -0.01 0.00 -0.01 0.295
H -4.85996 -1.70025 -1.54906 -0.01 0.00 0.01 0.311
H 5.13033 -0.28586 0.73079 0.01 0.01 -0.01 0.319
H 4.96698 1.46715 0.85523 -0.01 0.00 -0.01 0.265
H 6.03854 0.76638 -0.35577 0.00 0.00 -0.02 0.494
H 4.64861 -1.47951 -2.03353 0.00 0.00 0.02 0.326
H 4.80249 -0.19106 -3.22810 0.02 0.00 0.00 0.408
H 3.23904 -0.98536 -2.94828 -0.03 0.00 -0.04 0.201
H 4.07881 3.07998 -1.14775 -0.02 -0.01 0.03 0.399
H 2.57960 2.69837 -1.98221 -0.01 -0.03 -0.01 0.058
H 4.13687 2.43931 -2.78695 0.03 0.01 0.00 0.380
H 1.11590 -0.74334 3.80771 0.01 0.00 -0.01 0.398
H 1.99813 -2.61914 5.13855 0.00 0.00 0.00 0.428
H 3.66342 -4.16052 4.15575 0.00 -0.01 0.00 0.393
H 4.40539 -3.84938 1.81742 0.00 -0.01 0.01 0.395
H 3.48094 -1.98730 0.46836 -0.01 -0.02 0.00 0.444
H 1.21578 2.89107 0.53194 0.01 -0.03 0.02 -0.044
H 2.13980 4.98762 1.44239 0.00 0.01 0.00 0.431
H 3.73691 4.91924 3.33270 0.01 0.00 0.01 0.399
H 4.41338 2.73793 4.28703 0.00 0.01 0.00 0.433
H 3.52486 0.65227 3.35720 -0.02 -0.04 0.01 0.365
H -2.05121 -1.87501 3.73566 -0.02 0.02 0.00 0.380
H -1.50102 -3.94947 4.93221 0.00 0.00 0.00 0.349
H -0.01243 -5.62861 3.89105 0.00 0.00 0.01 0.413
H 0.93742 -5.20393 1.64424 0.00 -0.01 0.00 0.416
H 0.36831 -3.13150 0.43486 0.00 0.01 0.01 0.573
H -4.20843 -1.28063 1.09234 0.03 -0.03 -0.02 0.238
H -5.98553 -0.33764 2.52062 -0.01 0.01 0.01 0.445
H -5.42434 1.35662 4.23565 0.00 0.00 0.00 0.356
H -3.07937 2.09737 4.51109 -0.01 0.00 0.00 0.456
H -1.30184 1.14274 3.06117 0.01 0.01 0.00 0.316
C 1.76667 1.27792 -4.56568 0.03 0.02 0.00 -1.456
P 0.34132 1.07396 -3.45056 0.03 -0.12 0.02 1.705
C -0.59521 -0.23675 -4.30992 -0.06 0.00 -0.01 -1.065
C -0.66038 2.57082 -3.76289 -0.05 0.02 0.01 0.277
C -0.57335 3.34165 -4.92106 -0.02 -0.03 0.03 -0.611
C -1.38808 4.44942 -5.08556 -0.02 0.02 0.00 -0.738
C -2.30727 4.79157 -4.10178 0.00 0.01 -0.04 -0.845
C -2.40532 4.02654 -2.95223 0.04 -0.05 0.00 -0.758
C -1.57642 2.92167 -2.76920 0.02 0.03 -0.06 0.093
P -1.65297 1.88051 -1.26644 -0.01 -0.09 0.10 1.302
C -1.78662 3.09215 0.08149 0.07 -0.02 0.02 -1.414
C -3.33699 1.20947 -1.37543 0.00 -0.03 -0.01 -0.993
H 1.43906 1.36387 -5.60245 -0.01 -0.02 0.00 0.563
H 2.41300 0.40623 -4.48269 0.01 -0.02 0.04 0.323
H 2.34301 2.15887 -4.29117 0.00 0.01 0.00 0.415
H -0.81321 0.04091 -5.34257 0.00 0.00 0.01 0.473
H -1.52541 -0.42828 -3.77235 0.02 0.01 -0.01 0.107
H -0.01230 -1.15878 -4.29755 0.03 0.02 0.02 0.356
H 0.13456 3.08972 -5.69907 0.02 -0.02 0.00 0.322
H -1.30491 5.04883 -5.98276 -0.01 0.01 0.00 0.404
H -2.94346 5.65735 -4.23101 0.00 0.01 0.00 0.406
H -3.12377 4.30055 -2.18906 0.00 0.00 0.01 0.368
H -2.71171 3.66679 0.02743 -0.01 0.00 -0.03 0.540
H -0.93024 3.76546 0.04992 -0.01 0.01 -0.01 0.414
H -1.74847 2.53701 1.01755 -0.01 -0.01 0.02 0.118
H -4.03576 2.02040 -1.59140 0.01 0.01 0.00 0.681
H -3.60111 0.72483 -0.43865 0.03 0.01 0.01 0.256
H -3.38629 0.45567 -2.15885 0.02 0.02 0.01 -0.036
```
Positions in Å, forces in eV/Å.

Computed properties:
- orbital gap (eV) = 7.287
- energy above the lowest of the compared OMol25 structures with the same formula, charge and spin (kcal/mol) = 0.0
- HOMO level (eV) = -6.86
- LUMO energy (eV) = 0.426
- M (g/mol) = 861.38
- charge = 0
- maximum force (eV/Å) = 0.7
- calculated total energy (eV) = -102769.6870